Record 1
Formula: CH7PSi
Source: OMol25
Level of theory: the ωB97M-V functional and the def2-TZVPD basis

Energy relative to the best compared isomer or geometry (same formula, charge and spin) (kcal/mol): 31.5
Multiplicity: 1
SMILES: CP[SiH3]
Total energy (Ha): -673.058344
LUMO (hartree): 0.021

Last column: Löwdin charge in e.
Geometry (Å):
C  -1.06  0.05  1.22  -0.493
Si  1.29  -0.30  -1.03  0.471
P  -1.13  0.44  -0.58  0.583
H  -2.15  0.24  1.42  0.032
H  -0.26  0.52  1.67  -0.012
H  -0.89  -0.99  1.29  -0.008
H  2.27  0.64  -1.50  -0.160
H  1.84  -1.27  0.18  -0.074
H  0.86  -1.17  -2.06  -0.192
H  -0.77  1.84  -0.62  -0.146


Record 2
Formula: CH3P3
Source: OMol25
Level of theory: the ωB97M-V functional and the def2-TZVPD basis

Energy relative to the best compared isomer or geometry (same formula, charge and spin) (kcal/mol): 37.7
Multiplicity: 1
SMILES: P#P=CP
Total energy (Ha): -1063.816852
LUMO (alpha / beta) (hartree): -0.029 / -0.032

Last column: Löwdin charge in e.
Geometry (Å):
C  -0.11  0.80  0.04  -0.862
P  0.43  0.76  -1.76  0.236
P  1.92  -0.41  -1.11  0.271
P  -1.20  -0.48  0.80  0.670
H  0.25  1.42  0.87  -0.028
H  -0.11  -0.81  1.50  -0.150
H  -1.18  -1.28  -0.33  -0.138


Record 3
Formula: C20H31BNO2Sn
Source: OMol25
Level of theory: the ωB97M-V functional and the def2-TZVPD basis

Energy relative to the best compared isomer or geometry (same formula, charge and spin) (kcal/mol): 0.9
Total charge: +1
Multiplicity: 1
Total energy (Ha): -1224.559317
LUMO (alpha / beta) (hartree): -0.279 / -0.282

Last column: Löwdin charge in e.
Geometry (Å):
O  -6.14  0.73  -4.93  -0.117
C  -5.93  0.42  -6.35  -0.154
C  -7.23  1.11  -6.80  -0.070
H  -5.93  -0.66  -6.52  0.117
H  -5.02  0.90  -6.73  0.114
C  -7.41  1.36  -5.27  -0.586
H  -7.96  0.43  -7.24  0.113
H  -7.07  2.01  -7.39  0.113
C  -8.59  0.62  -4.69  -0.025
H  -8.59  -0.44  -5.00  0.091
H  -9.53  1.08  -5.03  0.096
H  -8.57  0.67  -3.60  0.087
C  -7.43  2.83  -4.89  -0.025
H  -6.58  3.37  -5.32  0.089
H  -7.40  2.92  -3.79  0.087
H  -8.35  3.29  -5.25  0.095
Sn  0.28  -0.28  0.06  1.615
C  1.63  2.10  0.43  -0.117
C  2.33  1.24  -0.49  -0.134
C  1.64  1.29  -1.74  -0.141
H  3.30  0.77  -0.28  0.127
C  0.49  2.11  -1.58  -0.154
C  0.48  2.61  -0.24  -0.131
H  -0.22  3.34  0.15  0.120
H  1.98  2.39  1.42  0.130
H  2.00  0.87  -2.68  0.122
H  -0.19  2.41  -2.37  0.116
C  -0.38  -0.81  2.87  -0.099
C  -1.06  0.41  2.58  -0.087
C  -1.91  0.20  1.45  -0.139
H  -1.04  1.32  3.19  0.130
C  -1.79  -1.19  1.06  -0.179
C  -0.88  -1.82  1.98  -0.145
H  -0.73  -2.90  2.09  0.133
H  0.34  -0.96  3.67  0.130
H  -2.65  0.89  1.04  0.121
H  -2.41  -1.70  0.31  0.127
O  -1.60  -0.13  -1.79  -0.322
C  -2.78  0.69  -1.89  -0.188
C  -3.14  0.74  -3.36  -0.140
H  -2.58  1.67  -1.44  0.120
H  -3.58  0.22  -1.31  0.126
C  -2.60  -0.58  -3.90  -0.139
H  -2.59  1.57  -3.83  0.123
H  -4.21  0.88  -3.55  0.105
C  -1.37  -0.82  -3.04  -0.180
H  -2.36  -0.56  -4.96  0.126
H  -3.33  -1.37  -3.71  0.126
H  -0.46  -0.41  -3.51  0.121
H  -1.18  -1.88  -2.82  0.129
B  3.99  -0.93  3.03  -0.413
C  3.02  -1.22  1.88  -0.237
N  2.27  -1.46  1.01  0.016
H  4.90  -0.23  2.65  0.014
H  4.46  -1.98  3.45  0.025
H  3.38  -0.39  3.94  0.018


Record 4
Formula: C46H45Cr2N9O3
Source: OMol25
Level of theory: the ωB97M-V functional and the def2-TZVPD basis

Energy relative to the best compared isomer or geometry (same formula, charge and spin) (kcal/mol): 97.9
Total charge: +2
Multiplicity: 9
Total energy (Ha): -4586.676876
LUMO (alpha / beta) (hartree): -0.285 / -0.291

Last column: Löwdin charge in e.
Geometry (Å):
Cr  -1.00  0.68  3.29  1.103
Cr  -1.64  -2.10  0.97  0.900
C  -0.23  -0.09  0.53  -0.903
O  -0.03  0.77  1.41  -0.128
O  -1.33  -0.26  0.00  -0.076
O  0.21  -1.21  0.84  -0.103
N  1.63  1.44  -5.01  0.081
C  2.46  0.45  -5.44  -0.120
C  2.60  -0.78  -4.77  -0.072
C  1.84  -1.01  -3.61  -0.096
C  0.96  0.03  -3.16  -0.071
C  0.95  1.25  -3.83  -0.125
H  3.09  0.71  -6.28  0.105
H  3.22  -1.53  -5.23  0.100
H  1.86  -1.98  -3.15  0.084
H  0.38  -0.16  -2.27  0.070
H  0.36  2.03  -3.37  0.078
N  -2.13  -3.08  -0.83  -0.038
C  -1.02  -3.29  -1.68  -0.077
C  -1.10  -3.70  -3.00  -0.027
C  -2.36  -4.02  -3.50  -0.029
C  -3.52  -3.87  -2.75  -0.012
C  -3.35  -3.38  -1.45  -0.079
H  -0.07  -2.98  -1.25  0.103
H  -0.18  -3.63  -3.55  0.112
H  -2.48  -4.36  -4.52  0.123
H  -4.51  -4.20  -3.04  0.124
H  -4.24  -3.25  -0.85  0.091
N  -7.14  -1.27  -0.57  0.048
C  -5.83  -0.96  -0.23  -0.168
C  -5.24  0.22  -0.63  -0.089
C  -5.95  1.17  -1.41  -0.017
C  -7.33  0.80  -1.73  -0.043
C  -7.91  -0.37  -1.23  -0.132
H  -5.28  -1.70  0.33  0.069
H  -4.17  0.29  -0.49  0.071
H  -5.59  2.08  -1.86  0.093
H  -7.95  1.41  -2.37  0.097
H  -8.94  -0.58  -1.51  0.106
N  0.73  -0.47  4.09  -0.029
C  1.96  -0.40  3.49  -0.127
C  3.08  -1.14  3.85  -0.010
C  3.02  -1.91  5.04  0.003
C  1.79  -2.02  5.70  -0.033
C  0.67  -1.40  5.13  -0.101
H  2.08  0.26  2.65  0.078
H  3.94  -1.08  3.20  0.096
H  3.93  -2.44  5.29  0.122
H  1.65  -2.75  6.49  0.118
H  -0.31  -1.57  5.57  0.107
N  0.02  2.76  3.61  -0.001
C  1.23  3.32  3.14  -0.076
C  1.68  4.61  3.35  -0.030
C  0.89  5.51  4.06  0.001
C  -0.28  5.00  4.62  -0.042
C  -0.67  3.69  4.43  -0.104
H  1.87  2.67  2.55  0.084
H  2.59  4.99  2.89  0.126
H  1.35  6.45  4.30  0.128
H  -0.94  5.51  5.32  0.121
H  -1.52  3.33  4.99  0.106
N  -3.14  3.97  -3.13  0.074
C  -3.32  3.06  -4.08  -0.133
C  -2.92  1.73  -3.93  -0.065
C  -2.29  1.40  -2.74  -0.092
C  -2.05  2.38  -1.70  -0.091
C  -2.53  3.61  -1.95  -0.169
H  -3.79  3.41  -4.99  0.108
H  -3.22  1.03  -4.70  0.107
H  -2.09  0.34  -2.67  0.087
H  -1.59  2.17  -0.75  0.072
H  -2.38  4.34  -1.17  0.104
N  2.23  4.65  -2.48  0.086
C  3.46  4.27  -2.05  -0.128
C  3.69  3.47  -0.94  -0.042
C  2.56  3.02  -0.24  -0.118
C  1.29  3.32  -0.64  -0.086
C  1.18  4.18  -1.74  -0.128
H  4.23  4.85  -2.53  0.107
H  4.66  3.27  -0.49  0.103
H  2.65  2.33  0.58  0.056
H  0.42  2.94  -0.13  0.074
H  0.19  4.38  -2.11  0.087
N  -0.70  -3.91  1.81  -0.030
C  -1.40  -5.00  1.83  -0.145
C  -0.87  -6.22  2.32  -0.001
C  0.42  -6.27  2.89  -0.006
C  1.10  -5.07  2.96  -0.048
C  0.55  -3.94  2.44  -0.069
H  -2.43  -4.94  1.51  0.115
H  -1.45  -7.13  2.35  0.115
H  0.73  -7.20  3.34  0.124
H  2.02  -5.09  3.52  0.119
H  1.01  -2.96  2.53  0.093
N  6.17  0.20  1.17  0.078
C  6.54  -0.37  -0.01  -0.130
C  5.67  -0.80  -1.00  -0.044
C  4.30  -0.63  -0.75  -0.036
C  3.88  0.00  0.44  -0.106
C  4.82  0.41  1.33  -0.185
H  7.58  -0.59  -0.20  0.106
H  6.03  -1.22  -1.93  0.107
H  3.57  -0.87  -1.50  0.079
H  2.83  0.14  0.65  0.072
H  4.57  0.85  2.29  0.093